A cluster of 3 separate species, C13H22F2O5 in total, computed with ωB97M-V with the def2-TZVPD basis set.

Results
- Structure (SMILES): O=C1OC[C@](F)(CCF)O1.C1CCOC1.C1CCOC1
- Highest occupied orbital energy: -9.3 eV
- Kohn-Sham gap: 9.915 eV
- Total energy: -1084.45071 Ha
- Charge: 0

Atoms and positions in Å:
H: 0.96 -1.05 -1.20
C: 6.13 -0.36 0.80
H: 5.51 1.74 0.55
C: -0.29 0.62 -1.56
H: 1.31 -0.66 2.13
H: 3.47 0.48 0.31
H: -0.76 0.02 -2.34
O: -2.42 1.48 1.66
F: 0.53 1.53 -2.19
C: -0.22 -0.87 0.51
H: -4.57 2.22 -2.52
C: -5.00 -0.58 -0.81
H: 6.03 -0.50 -0.28
H: -3.19 1.21 -2.06
C: -1.51 0.69 1.49
O: -1.54 -0.35 0.61
C: 0.26 -0.59 1.93
H: -5.75 -0.99 -0.13
H: -6.43 -0.78 -2.44
O: 4.02 -0.98 1.65
H: 1.40 0.34 -0.27
H: -4.33 1.33 0.07
H: -4.98 -1.79 -2.64
H: -4.03 -1.02 -0.56
C: 5.39 0.90 1.23
C: 3.95 0.40 1.29
H: 5.76 -1.59 2.56
H: 7.19 -0.35 1.04
C: 5.37 -1.44 1.55
H: 3.35 0.94 2.02
H: 5.37 -2.40 1.03
O: -0.31 0.71 2.12
O: -4.72 0.23 -3.01
F: -0.35 -2.21 0.30
H: -5.91 1.38 -0.71
H: -0.34 -1.27 2.52
H: -1.07 1.17 -1.05
C: -4.28 1.25 -2.12
C: -5.34 -0.83 -2.27
C: -4.91 0.95 -0.77
C: 0.55 -0.23 -0.63
H: 5.72 1.22 2.22

---

A structure of composition C13H22FI2OP2Ti, computed with ωB97M-V with the def2-TZVPD basis set.

Results
- Highest occupied orbital energy: -18.2 eV
- Kohn-Sham gap: 4.557 eV
- Total energy: -2810.04796 Ha
- Charge: +3

Atoms and positions in Å:
H: 0.42 -1.49 3.08
O: 2.76 2.38 -1.14
H: 3.24 -2.82 0.42
C: 1.84 1.81 -0.63
C: -2.18 3.43 -0.72
H: -1.34 3.88 -1.28
H: 1.09 -2.99 2.38
H: -1.32 4.76 2.56
Ti: 0.31 1.04 0.34
H: -3.34 1.33 1.13
C: -2.24 1.52 3.54
C: -2.25 2.91 3.33
I: -1.10 -2.26 -2.39
C: 3.02 -0.39 2.16
H: -1.16 -0.31 3.00
H: -2.94 1.01 4.18
H: -3.13 3.68 -1.20
P: 1.69 -0.96 1.01
C: -0.29 1.52 2.16
H: -3.34 -0.07 0.02
H: 2.56 -0.06 3.09
H: -1.86 1.46 -3.20
H: -2.16 3.82 0.31
C: 2.38 -2.30 -0.04
H: -3.51 2.04 -2.66
H: 3.50 0.50 1.70
H: 2.64 -1.92 -1.04
H: -4.28 1.39 -0.38
H: 0.51 3.41 1.40
C: -1.30 3.65 2.62
C: -1.24 0.79 2.89
I: 0.66 -0.69 -3.58
C: -0.30 2.92 1.94
H: -0.27 -2.12 1.57
C: 0.66 -1.99 2.14
C: -3.36 1.02 0.09
H: 1.53 -2.97 -0.20
H: 3.78 -1.16 2.35
F: -3.32 3.60 3.88
C: -2.67 1.33 -2.49
P: -1.92 1.62 -0.85
H: -3.01 0.29 -2.54

---

Question: Which of these has the lowest charge?
Answer: C13H22F2O5

---

Question: Which formula does entry 2 have?
Answer: C13H22FI2OP2Ti

---

Question: Look up the highest occupied orbital energy of the first one.
Answer: -9.3 eV

---

Repeat the first record exactly.
A cluster of 3 separate species, C13H22F2O5 in total, computed with ωB97M-V with the def2-TZVPD basis set.

Results
- Structure (SMILES): O=C1OC[C@](F)(CCF)O1.C1CCOC1.C1CCOC1
- Highest occupied orbital energy: -9.3 eV
- Kohn-Sham gap: 9.915 eV
- Total energy: -1084.45071 Ha
- Charge: 0

Atoms and positions in Å:
H: 0.96 -1.05 -1.20
C: 6.13 -0.36 0.80
H: 5.51 1.74 0.55
C: -0.29 0.62 -1.56
H: 1.31 -0.66 2.13
H: 3.47 0.48 0.31
H: -0.76 0.02 -2.34
O: -2.42 1.48 1.66
F: 0.53 1.53 -2.19
C: -0.22 -0.87 0.51
H: -4.57 2.22 -2.52
C: -5.00 -0.58 -0.81
H: 6.03 -0.50 -0.28
H: -3.19 1.21 -2.06
C: -1.51 0.69 1.49
O: -1.54 -0.35 0.61
C: 0.26 -0.59 1.93
H: -5.75 -0.99 -0.13
H: -6.43 -0.78 -2.44
O: 4.02 -0.98 1.65
H: 1.40 0.34 -0.27
H: -4.33 1.33 0.07
H: -4.98 -1.79 -2.64
H: -4.03 -1.02 -0.56
C: 5.39 0.90 1.23
C: 3.95 0.40 1.29
H: 5.76 -1.59 2.56
H: 7.19 -0.35 1.04
C: 5.37 -1.44 1.55
H: 3.35 0.94 2.02
H: 5.37 -2.40 1.03
O: -0.31 0.71 2.12
O: -4.72 0.23 -3.01
F: -0.35 -2.21 0.30
H: -5.91 1.38 -0.71
H: -0.34 -1.27 2.52
H: -1.07 1.17 -1.05
C: -4.28 1.25 -2.12
C: -5.34 -0.83 -2.27
C: -4.91 0.95 -0.77
C: 0.55 -0.23 -0.63
H: 5.72 1.22 2.22